Run one
Entry from the Open Molecules 2025 dataset: a molecular structure, C36H25Br2N2O7PSe2V (wB97M-V/def2-TZVPD).

As for the spin multiplicity: 3. The value obtained for the HOMO-LUMO gap (alpha / beta) is 6.647 / 6.660 eV. As for the net charge: -1.

Each line ends with the Löwdin spin population.
Element x y z (Å)
1 V 0.164 -0.290 1.021  1.91
2 Se 1.606 0.791 -0.846  0.00
3 P 0.385 2.067 -2.138  0.00
4 Se -1.718 2.108 -1.943  0.00
5 C 1.079 3.767 -1.995  0.00
6 C 2.309 4.025 -1.404  0.00
7 C 2.815 5.318 -1.375  0.00
8 C 2.097 6.361 -1.940  0.00
9 C 0.864 6.108 -2.527  0.00
10 C 0.356 4.819 -2.551  0.00
11 C 0.893 1.675 -3.865  0.00
12 C -0.001 1.905 -4.904  0.00
13 C 0.384 1.694 -6.220  0.00
14 C 1.667 1.250 -6.509  0.00
15 C 2.561 1.013 -5.474  0.00
16 C 2.176 1.224 -4.159  0.00
17 H 2.861 3.213 -0.947  0.00
18 H 3.770 5.508 -0.901  0.00
19 H 2.491 7.370 -1.915  0.00
20 H 0.290 6.919 -2.958  0.00
21 H -0.620 4.620 -2.978  0.00
22 H -1.008 2.229 -4.666  0.00
23 H -0.323 1.871 -7.021  0.00
24 H 1.967 1.084 -7.537  0.00
25 H 3.562 0.659 -5.690  0.00
26 H 2.868 1.026 -3.350  0.00
27 Br -0.290 4.118 3.366  0.00
28 C -0.773 2.399 3.976  0.00
29 C -1.229 2.245 5.291  0.00
30 C -1.589 1.017 5.773  0.00
31 Br -2.205 0.872 7.564  0.00
32 C -1.498 -0.132 4.955  0.00
33 C -1.833 -1.448 5.338  0.01
34 C -1.678 -2.477 4.450  0.00
35 C -1.164 -2.208 3.172  0.01
36 N -0.853 -0.995 2.791  -0.01
37 C -1.033 0.049 3.636  0.00
38 C -0.684 1.331 3.094  0.00
39 O -0.281 1.417 1.869  0.00
40 H -1.293 3.119 5.925  0.00
41 H -2.210 -1.628 6.335  0.00
42 H -1.934 -3.492 4.718  0.00
43 H -1.004 -2.999 2.448  0.00
44 C 2.108 -3.964 -0.230  0.00
45 C 1.958 -2.707 0.590  0.01
46 O 0.871 -2.109 0.468  0.01
47 C 3.011 -2.265 1.455  0.00
48 C 4.205 -3.016 1.572  0.00
49 C 5.206 -2.654 2.427  0.00
50 C 5.039 -1.498 3.219  0.00
51 C 3.906 -0.744 3.139  0.00
52 C 2.844 -1.085 2.247  0.00
53 O 1.814 -0.331 2.210  0.01
54 H 1.217 -4.083 -0.840  0.00
55 H 2.232 -4.836 0.414  0.00
56 H 2.984 -3.897 -0.875  0.00
57 H 4.325 -3.903 0.965  0.00
58 H 6.112 -3.240 2.499  0.00
59 H 5.828 -1.203 3.901  0.00
60 H 3.768 0.148 3.735  0.00
61 O -3.221 -0.203 1.221  0.00
62 C -2.661 -0.750 0.289  0.00
63 O -1.423 -0.621 -0.066  0.01
64 C -3.427 -1.717 -0.593  0.00
65 C -2.784 -2.441 -1.589  0.00
66 C -3.490 -3.344 -2.373  0.00
67 C -4.847 -3.529 -2.172  0.00
68 C -5.471 -2.791 -1.177  0.00
69 C -4.788 -1.888 -0.383  0.00
70 N -6.909 -2.986 -0.959  0.00
71 O -7.449 -2.339 -0.086  0.00
72 O -7.483 -3.813 -1.647  0.00
73 H -1.727 -2.269 -1.743  0.00
74 H -2.983 -3.901 -3.150  0.00
75 H -5.426 -4.219 -2.767  0.00
76 H -5.287 -1.326 0.393  0.00


Run two
Entry from the Open Molecules 2025 dataset: a molecular structure, C36H25Br2N2O7PSe2V (wB97M-V/def2-TZVPD).

As for the spin multiplicity: 3. The value obtained for the HOMO-LUMO gap (alpha / beta) is 6.347 / 6.675 eV. As for the net charge: -1.

Each line ends with the Löwdin spin population.
Element x y z (Å)
1 V -0.266 0.238 -0.537  1.83
2 Se 0.914 -1.853 -0.494  0.01
3 P 2.577 -1.917 0.986  0.00
4 Se 3.056 -0.291 2.272  0.00
5 C 2.367 -3.469 1.940  0.00
6 C 1.364 -4.391 1.658  0.00
7 C 1.249 -5.551 2.417  0.00
8 C 2.137 -5.798 3.455  0.00
9 C 3.141 -4.879 3.737  0.00
10 C 3.251 -3.717 2.987  0.00
11 C 4.083 -2.296 -0.032  0.00
12 C 5.349 -1.989 0.463  0.00
13 C 6.485 -2.229 -0.301  0.00
14 C 6.370 -2.769 -1.576  0.00
15 C 5.115 -3.084 -2.075  0.00
16 C 3.979 -2.855 -1.307  0.00
17 H 0.666 -4.186 0.859  0.00
18 H 0.457 -6.258 2.198  0.00
19 H 2.037 -6.697 4.054  0.00
20 H 3.835 -5.065 4.548  0.00
21 H 4.011 -2.981 3.227  0.00
22 H 5.438 -1.533 1.442  0.00
23 H 7.462 -1.983 0.099  0.00
24 H 7.254 -2.937 -2.181  0.00
25 H 5.014 -3.502 -3.070  0.00
26 H 3.001 -3.089 -1.702  0.00
27 Br -3.074 3.245 -3.511  0.00
28 C -1.209 2.940 -3.501  0.00
29 C -0.403 3.564 -4.468  0.00
30 C 0.951 3.404 -4.456  0.00
31 Br 1.998 4.336 -5.744  0.00
32 C 1.580 2.590 -3.481  0.00
33 C 2.971 2.412 -3.319  0.02
34 C 3.432 1.660 -2.280  0.00
35 C 2.524 1.014 -1.423  0.02
36 N 1.223 1.106 -1.579  0.00
37 C 0.744 1.924 -2.563  0.01
38 C -0.682 2.126 -2.511  0.00
39 O -1.351 1.588 -1.539  0.00
40 H -0.866 4.193 -5.216  0.00
41 H 3.654 2.887 -4.010  0.00
42 H 4.492 1.538 -2.100  0.00
43 H 2.875 0.418 -0.597  0.00
44 C -2.058 -1.328 4.080  0.00
45 C -0.961 -0.716 3.216  0.00
46 O -0.197 -1.448 2.647  0.00
47 C -0.907 0.776 3.132  0.01
48 C -1.436 1.490 4.213  0.00
49 C -1.383 2.866 4.307  0.01
50 C -0.785 3.580 3.279  0.00
51 C -0.274 2.918 2.183  0.00
52 C -0.327 1.523 2.068  0.00
53 O 0.135 1.003 0.929  0.03
54 H -2.151 -2.377 3.808  0.00
55 H -3.014 -0.817 3.947  0.00
56 H -1.774 -1.270 5.134  0.00
57 H -1.895 0.936 5.023  0.00
58 H -1.793 3.375 5.171  0.00
59 H -0.718 4.661 3.337  0.00
60 H 0.196 3.457 1.372  0.00
61 O -1.322 -0.993 -1.903  0.00
62 C -2.194 -1.135 -1.001  0.01
63 O -2.028 -0.616 0.140  0.00
64 C -3.431 -1.928 -1.277  0.00
65 C -4.363 -2.125 -0.268  0.00
66 C -5.528 -2.836 -0.520  0.00
67 C -5.765 -3.351 -1.784  0.00
68 C -4.816 -3.152 -2.772  0.00
69 C -3.652 -2.449 -2.541  0.00
70 N -5.064 -3.704 -4.121  0.00
71 O -4.226 -3.515 -4.971  0.00
72 O -6.095 -4.319 -4.304  0.00
73 H -4.152 -1.710 0.710  0.00
74 H -6.257 -2.985 0.267  0.00
75 H -6.666 -3.899 -2.019  0.00
76 H -2.921 -2.307 -3.325  0.00


What should be chosen as the least stable of them? Choose run two.


Run one
Entry from the Open Molecules 2025 dataset: 7 unconnected molecules or ions with the total composition C3H20N2O7 (wB97M-V/def2-TZVPD).

As for the spin multiplicity: 1. Its SMILES is NCCNC=O.O.O.O.O.O.O. The value obtained for the HOMO-LUMO gap is 9.930 eV. As for the net charge: 0.

Each line ends with the Löwdin charge.
Element x y z (Å)
1 C -1.183 0.860 1.899  -0.29
2 N -0.328 -0.163 1.616  0.04
3 C 1.094 0.058 1.345  -0.19
4 C 1.838 -1.281 1.118  -0.26
5 N 2.813 -1.244 0.029  -0.02
6 O -2.389 0.595 2.042  -0.03
7 H -0.827 1.864 1.992  0.12
8 H -0.731 -1.083 1.350  0.11
9 H 1.545 0.587 2.187  0.12
10 H 1.193 0.733 0.516  0.07
11 H 2.391 -1.602 2.084  0.13
12 H 1.067 -2.107 0.846  0.13
13 H 2.382 -1.029 -0.922  0.08
14 H 3.548 -0.616 0.240  0.04
15 H -1.873 -1.662 -0.361  0.00
16 H -1.561 -2.286 -1.659  0.05
17 O -1.364 -1.544 -1.159  -0.02
18 H 0.199 0.053 -2.857  0.10
19 H 0.201 -0.651 -1.498  -0.01
20 O 0.797 -0.229 -2.098  -0.09
21 H 1.411 1.255 -1.695  0.04
22 H 2.538 2.014 -0.952  0.01
23 O 1.752 2.174 -1.385  -0.06
24 H -2.768 -0.959 1.463  0.01
25 H -2.850 -2.494 1.834  0.07
26 O -2.757 -1.879 1.103  -0.07
27 H -1.841 0.020 -1.848  0.03
28 H -1.371 1.464 -1.566  -0.04
29 O -1.576 0.886 -2.272  -0.08
30 H -0.982 3.338 -0.489  0.01
31 H 0.316 2.425 -0.605  0.06
32 O -0.684 2.505 -0.297  -0.06


Run two
Entry from the Open Molecules 2025 dataset: 7 unconnected molecules or ions with the total composition C3H20N2O7 (wB97M-V/def2-TZVPD).

As for the spin multiplicity: 1. Its SMILES is NCNCC=O.O.O.O.O.O.O. The value obtained for the HOMO-LUMO gap is 9.135 eV. As for the net charge: 0.

Each line ends with the Löwdin charge.
Element x y z (Å)
1 O 2.923 -0.154 0.684  0.05
2 C 2.406 0.085 -0.367  -0.23
3 C 1.146 0.974 -0.553  -0.13
4 N 0.970 0.879 -2.048  -0.09
5 C -0.382 1.222 -2.547  -0.30
6 N -1.132 2.385 -2.035  0.01
7 H 2.827 -0.299 -1.366  0.14
8 H 0.948 1.957 -0.114  0.11
9 H 0.315 0.326 -0.211  0.11
10 H 1.660 1.339 -2.581  0.08
11 H -0.299 1.338 -3.623  0.10
12 H -1.027 0.302 -2.263  0.13
13 H -1.950 1.860 -1.539  0.10
14 H -0.645 2.871 -1.387  -0.02
15 H 0.848 -2.827 -0.754  -0.01
16 H 0.579 -2.406 -2.170  0.04
17 O 1.234 -2.939 -1.661  -0.11
18 H 1.541 -1.127 1.597  -0.02
19 H 0.186 -0.564 2.105  0.03
20 O 0.732 -1.410 1.972  -0.06
21 H -1.191 2.582 0.638  0.05
22 H -2.299 2.496 1.752  0.11
23 O -2.012 2.066 0.862  -0.15
24 H -0.014 -2.376 0.876  -0.02
25 H -0.577 -3.801 0.176  0.08
26 O -0.605 -2.822 0.237  -0.10
27 H -1.619 0.473 2.149  0.06
28 H -0.597 1.038 3.212  0.11
29 O -0.626 0.874 2.213  -0.17
30 H -2.560 -0.770 1.059  0.09
31 H -3.723 0.127 1.714  0.10
32 O -2.954 -0.477 1.935  -0.07


What should be chosen as the least stable of them? Choose run two.


Run one
Entry from the Open Molecules 2025 dataset: C2H4N4O2 in the gas phase (wB97M-V/def2-TZVPD).

As for the spin multiplicity: 1. Its SMILES is ONC1=NN=CNO1. The value obtained for the HOMO-LUMO gap is 9.129 eV. As for the net charge: 0.

Each line ends with the Löwdin charge.
Element x y z (Å)
1 C -0.498 -0.274 -0.017  -0.39
2 C 1.841 0.629 -0.003  -0.14
3 H -2.050 1.189 -0.050  0.10
4 H -2.441 -1.358 -0.478  0.23
5 H 2.836 0.459 -0.428  0.10
6 H 2.403 -1.215 0.472  0.17
7 N -1.822 -0.571 0.070  -0.01
8 N -0.306 1.058 0.113  0.00
9 N 0.934 1.504 -0.149  0.01
10 N 1.374 -0.731 0.714  0.03
11 O -2.764 0.488 0.206  -0.06
12 O 0.494 -1.178 -0.449  -0.05


Run two
Entry from the Open Molecules 2025 dataset: C2H4N4O2 in the gas phase (wB97M-V/def2-TZVPD).

As for the spin multiplicity: 1. Its SMILES is [H]/N=c1/nc(O)n(N)o1. The value obtained for the HOMO-LUMO gap is 9.043 eV. As for the net charge: 0.

Each line ends with the Löwdin charge.
Element x y z (Å)
1 C -1.325 -0.178 0.112  -0.59
2 C 0.719 -0.758 -0.160  -0.33
3 H 1.297 2.459 0.111  0.10
4 H 1.460 1.183 1.290  0.15
5 H -2.952 0.734 -0.516  0.07
6 H 2.466 -0.294 -0.208  0.06
7 N 1.441 1.458 0.237  0.08
8 N 0.469 0.612 -0.433  -0.07
9 N -2.717 -0.229 -0.021  0.07
10 N -0.367 -1.317 0.382  0.24
11 O -0.857 0.869 -0.058  0.10
12 O 2.056 -1.136 -0.136  0.12


Run three
Entry from the Open Molecules 2025 dataset: C2H4N4O2 in the gas phase (wB97M-V/def2-TZVPD).

As for the spin multiplicity: 1. Its SMILES is NC(=O)/N=N\C(N)=O. The value obtained for the HOMO-LUMO gap is 8.742 eV. As for the net charge: 0.

Each line ends with the Löwdin charge.
Element x y z (Å)
1 C -1.377 0.289 -0.162  -0.59
2 C 1.555 -0.214 0.333  -0.52
3 H -3.189 0.396 0.927  0.10
4 H -2.544 -1.410 0.531  0.23
5 H 2.816 1.280 -0.245  0.17
6 H 2.353 0.112 -1.589  0.17
7 N -2.455 -0.185 0.528  0.11
8 N -0.606 -0.996 -0.478  0.08
9 N 0.625 -1.236 -0.217  0.09
10 N 2.573 0.223 -0.482  0.09
11 O -1.096 1.362 -0.612  0.09
12 O 1.344 0.379 1.466  -0.02


What should be chosen as the least stable of them? Choose run one.


Run one
Entry from the Open Molecules 2025 dataset: 2 unconnected molecules or ions with the total composition C2H4N4O2 (wB97M-V/def2-TZVPD).

As for the spin multiplicity: 1. The value obtained for the HOMO-LUMO gap (alpha / beta) is 8.220 / 7.811 eV. As for the net charge: 0.

Each line ends with the Löwdin charge.
Element x y z (Å)
1 C 1.631 0.277 -0.417  -0.16
2 C -0.449 0.144 0.181  -0.40
3 N 1.045 1.622 -0.340  0.09
4 N -0.129 1.493 0.113  0.09
5 N 0.501 -0.626 -0.370  0.08
6 N -1.805 -0.357 -0.021  -0.42
7 O -2.760 0.240 0.383  0.07
8 O -1.815 -1.460 -0.497  0.07
9 H 2.160 0.143 -1.304  0.11
10 H 2.242 0.190 0.390  0.09
11 H -0.911 -0.010 2.070  0.19
12 H 0.290 -1.655 -0.187  0.19


Run two
Entry from the Open Molecules 2025 dataset: 3 unconnected molecules or ions with the total composition C2H4N4O2 (wB97M-V/def2-TZVPD).

As for the spin multiplicity: 1. The value obtained for the HOMO-LUMO gap is 8.822 eV. As for the net charge: 0.

Each line ends with the Löwdin charge.
Element x y z (Å)
1 C 1.210 0.354 0.560  -0.51
2 C -0.850 -0.448 0.335  -0.51
3 H -1.145 1.689 -1.894  0.21
4 H -2.324 -0.692 -1.764  0.27
5 H 1.528 -0.494 -1.335  0.23
6 H 2.131 0.523 2.169  0.06
7 N -1.066 0.088 -1.962  -0.03
8 N -0.274 -0.339 -0.896  -0.29
9 N 0.937 0.346 -0.829  0.12
10 N 2.199 0.753 1.198  0.19
11 O 0.137 -0.091 1.174  0.16
12 O -2.003 -0.708 0.685  0.09


What should be chosen as the least stable of them? Choose run one.